Entry 1:
{
  "formula": "C4H11N3O2",
  "method": "ωB97M-V with the def2-TZVPD basis set",
  "species": ["C", "C", "C", "C", "H", "H", "H", "H", "H", "H", "H", "H", "H", "H", "H", "N", "N", "N", "O", "O"],
  "xyz": [[0.436, 2.398, -0.678], [0.451, 1.030, 0.088], [0.181, -1.297, 0.078], [1.662, -1.780, -0.275], [-0.322, 3.228, -0.028], [1.441, 3.029, -0.923], [-0.309, 1.818, -1.776], [1.672, 0.669, 0.329], [-0.054, 0.866, 1.331], [-0.652, -2.118, -0.284], [-0.127, -1.172, 1.197], [1.850, -2.777, 0.245], [1.591, -1.909, -1.348], [2.756, -1.584, 0.274], [-1.744, 0.757, 2.060], [-0.412, -0.090, -0.383], [-1.647, 0.171, 0.220], [-2.655, -0.428, -0.296], [-1.609, -0.037, 1.617], [-2.508, -0.773, -1.448]],
  "e_above_lowest_kcal_mol": 292.3,
  "fmax_ev_per_a": 5.46,
  "e_homo_ha": -0.334,
  "total_energy_ev": -12880.153,
  "homo_lumo_gap_ev": 9.416,
  "lumo_ev": 0.3
}

---

Entry 2:
{
  "formula": "C4H11IN3",
  "method": "ωB97M-V with the def2-TZVPD basis set",
  "species": ["C", "C", "C", "C", "N", "N", "N", "I", "H", "H", "H", "H", "H", "H", "H", "H", "H", "H", "H"],
  "xyz": [[0.575, 2.457, -0.538], [-0.351, 1.611, -0.953], [0.421, -0.111, 1.914], [0.362, -0.211, 0.431], [0.227, -1.615, 0.196], [-0.689, 0.332, -0.572], [-0.009, -1.908, -1.205], [-2.758, 0.003, 0.191], [0.580, 3.438, -0.918], [1.372, 2.128, 0.117], [-1.185, 2.135, -1.467], [-0.557, -0.082, 2.249], [0.723, -1.001, 2.379], [1.064, 0.743, 2.236], [1.281, 0.042, 0.076], [-0.574, -2.068, 0.593], [-0.800, -2.486, -1.507], [-0.298, -0.878, -1.529], [0.614, -2.528, -1.692]],
  "e_above_lowest_kcal_mol": 89.9,
  "fmax_ev_per_a": 4.52,
  "e_homo_ha": -0.479,
  "smiles": "C=CN(I)[C@@H](C)N[NH3+]",
  "total_energy_ev": -16886.687,
  "homo_lumo_gap_ev": 7.784,
  "charge": 1,
  "lumo_ev": -5.3
}

---

Entry 3:
{
  "formula": "C39H39F4N6O6ReS",
  "method": "ωB97M-V with the def2-TZVPD basis set",
  "species": ["Re", "C", "C", "N", "C", "C", "C", "S", "N", "C", "O", "C", "C", "C", "C", "C", "C", "H", "H", "H", "H", "H", "H", "H", "H", "H", "H", "H", "H", "H", "H", "H", "C", "C", "N", "C", "C", "C", "O", "O", "C", "O", "C", "C", "C", "F", "C", "C", "C", "N", "C", "C", "N", "C", "C", "H", "H", "H", "H", "H", "H", "H", "H", "H", "H", "H", "H", "H", "H", "H", "H", "H", "H", "O", "C", "O", "C", "C", "C", "C", "C", "C", "C", "C", "C", "N", "H", "H", "H", "H", "H", "H", "F", "C", "F", "F"],
  "xyz": [[-0.333, -2.265, 0.572], [5.243, -5.013, -0.396], [3.968, -4.897, -1.220], [3.699, -3.542, -1.701], [4.222, -3.172, -3.020], [5.556, -2.440, -2.948], [3.040, -2.643, -0.955], [2.537, -3.029, 0.630], [2.880, -1.427, -1.538], [1.956, -0.592, -1.137], [0.951, -0.813, -0.392], [2.067, 0.816, -1.647], [1.007, 1.696, -1.459], [1.092, 3.004, -1.907], [2.243, 3.446, -2.545], [3.303, 2.570, -2.738], [3.214, 1.259, -2.296], [5.354, -6.037, -0.037], [5.197, -4.352, 0.468], [6.124, -4.764, -0.985], [3.113, -5.216, -0.625], [4.027, -5.539, -2.100], [3.482, -2.554, -3.524], [4.325, -4.098, -3.585], [5.455, -1.540, -2.345], [5.879, -2.154, -3.950], [6.331, -3.066, -2.509], [0.116, 1.326, -0.971], [0.254, 3.678, -1.763], [2.316, 4.467, -2.898], [4.200, 2.910, -3.238], [4.028, 0.565, -2.446], [0.000, 4.865, 3.435], [-1.143, 3.956, 3.855], [-1.276, 2.788, 2.971], [-0.705, 1.631, 3.338], [-0.673, 0.492, 2.580], [0.028, -0.695, 3.199], [0.413, -0.615, 4.344], [0.195, -1.735, 2.442], [-1.297, 0.507, 1.314], [-1.327, -0.436, 0.488], [-1.951, 1.750, 0.917], [-2.582, 1.807, -0.334], [-3.136, 2.983, -0.736], [-3.706, 3.075, -1.958], [-3.105, 4.137, 0.066], [-2.485, 4.081, 1.290], [-1.901, 2.881, 1.737], [-3.671, 5.382, -0.379], [-2.952, 5.956, -1.511], [-3.423, 7.376, -1.747], [-4.911, 7.369, -1.980], [-5.642, 6.732, -0.827], [-5.110, 5.328, -0.627], [0.063, 5.716, 4.113], [-0.136, 5.243, 2.422], [0.947, 4.329, 3.471], [-2.098, 4.480, 3.878], [-0.976, 3.566, 4.856], [-0.231, 1.601, 4.312], [-2.598, 0.928, -0.964], [-2.465, 4.981, 1.886], [-3.078, 5.360, -2.429], [-1.888, 5.986, -1.281], [-2.950, 7.824, -2.619], [-3.255, 8.000, -0.871], [-5.113, 6.845, -2.835], [-5.249, 8.320, -2.129], [-6.704, 6.734, -1.065], [-5.454, 7.361, 0.042], [-5.367, 4.707, -1.494], [-5.607, 4.901, 0.244], [-1.322, -4.189, -2.856], [-0.953, -3.869, -1.755], [-0.924, -2.645, -1.289], [-0.449, -4.888, -0.762], [-0.394, -6.242, -1.114], [0.071, -7.130, -0.192], [0.476, -6.672, 1.080], [0.966, -7.560, 2.069], [1.355, -7.090, 3.286], [1.271, -5.708, 3.566], [0.804, -4.825, 2.637], [0.395, -5.293, 1.370], [-0.069, -4.420, 0.413], [-0.725, -6.520, -2.104], [0.135, -8.188, -0.417], [1.021, -8.616, 1.834], [1.729, -7.770, 4.040], [1.581, -5.338, 4.534], [0.744, -3.773, 2.869], [-2.878, -1.956, 2.054], [-2.161, -2.965, 1.474], [-1.991, -3.876, 2.466], [-3.008, -3.548, 0.587]],
  "e_above_lowest_kcal_mol": 0.0,
  "fmax_ev_per_a": 0.23,
  "e_homo_ha": [-0.321, -0.339],
  "total_energy_ev": -86134.400,
  "s_squared": 3.77,
  "homo_lumo_gap_ev": [5.383, 5.869],
  "charge": 1,
  "lumo_ev": [-3.3, -3.3],
  "multiplicity": 4
}

---

Entry 4:
{
  "formula": "C36H75O9PS",
  "method": "ωB97M-V with the def2-TZVPD basis set",
  "species": ["C", "C", "S", "C", "P", "C", "C", "C", "O", "C", "C", "O", "H", "H", "H", "H", "H", "H", "H", "H", "H", "H", "H", "H", "H", "H", "H", "H", "H", "H", "H", "C", "C", "C", "O", "C", "H", "H", "H", "H", "H", "H", "H", "H", "C", "C", "C", "O", "C", "H", "H", "H", "H", "H", "H", "H", "H", "C", "C", "C", "O", "C", "H", "H", "H", "H", "H", "H", "H", "H", "C", "C", "C", "O", "C", "H", "H", "H", "H", "H", "H", "H", "H", "C", "C", "C", "O", "C", "H", "H", "H", "H", "H", "H", "H", "H", "C", "C", "C", "O", "C", "H", "H", "H", "H", "H", "H", "H", "H", "C", "C", "C", "O", "C", "H", "H", "H", "H", "H", "H", "H", "H"],
  "xyz": [[1.721, -3.255, 3.144], [2.775, -3.117, 2.043], [4.428, -2.620, 2.623], [4.564, -0.798, 2.616], [2.991, 0.176, 2.172], [1.401, 1.175, 1.851], [0.382, 0.397, 1.006], [-0.512, -0.496, 1.883], [-1.875, -0.088, 1.777], [-2.667, -0.570, 2.734], [-4.087, -0.828, 2.333], [-2.317, -0.752, 3.835], [0.977, -3.960, 2.779], [1.236, -2.319, 3.387], [2.138, -3.679, 4.051], [2.391, -2.517, 1.223], [2.914, -4.112, 1.640], [4.826, -0.503, 3.629], [5.404, -0.497, 1.995], [2.294, -0.545, 3.182], [3.631, 1.389, 2.577], [3.083, -0.187, 0.797], [1.621, 2.139, 1.395], [0.945, 1.361, 2.821], [-0.288, 1.127, 0.558], [0.840, -0.166, 0.197], [-0.418, -1.511, 1.505], [-0.126, -0.455, 2.893], [-4.156, -1.401, 1.419], [-4.602, -1.315, 3.138], [-4.567, 0.141, 2.230], [-5.093, -5.041, 6.238], [-4.339, -3.797, 6.695], [-3.974, -3.147, 5.369], [-5.017, -3.497, 4.447], [-5.835, -4.522, 5.016], [-5.759, -5.456, 6.993], [-4.384, -5.819, 5.944], [-5.009, -3.145, 7.262], [-3.470, -4.012, 7.314], [-3.029, -3.538, 4.980], [-3.895, -2.064, 5.435], [-6.797, -4.076, 5.296], [-6.017, -5.297, 4.270], [0.422, 0.795, -4.468], [0.454, -0.713, -4.681], [1.225, -1.181, -3.455], [0.936, -0.254, -2.409], [0.275, 0.898, -2.958], [-0.379, 1.299, -5.006], [1.374, 1.231, -4.783], [-0.563, -1.114, -4.661], [0.921, -1.016, -5.618], [2.306, -1.163, -3.637], [0.943, -2.188, -3.140], [-0.775, 0.865, -2.656], [0.720, 1.799, -2.553], [-8.696, 0.119, -0.449], [-8.781, -0.719, 0.821], [-7.313, -0.864, 1.196], [-6.656, 0.320, 0.731], [-7.534, 1.048, -0.131], [-9.615, 0.655, -0.685], [-8.445, -0.519, -1.300], [-9.313, -0.165, 1.598], [-9.280, -1.677, 0.684], [-6.857, -1.725, 0.694], [-7.159, -0.970, 2.270], [-7.875, 1.942, 0.403], [-6.988, 1.364, -1.021], [-0.650, 5.766, -1.571], [-2.092, 5.446, -1.946], [-1.923, 4.180, -2.773], [-0.775, 3.502, -2.252], [-0.068, 4.376, -1.366], [-0.555, 6.400, -0.691], [-0.150, 6.264, -2.406], [-2.672, 5.233, -1.046], [-2.593, 6.245, -2.492], [-1.734, 4.414, -3.826], [-2.790, 3.519, -2.715], [-0.228, 4.026, -0.340], [1.000, 4.329, -1.586], [2.284, -0.240, 7.160], [2.980, 1.039, 7.610], [3.287, 1.710, 6.280], [2.252, 1.316, 5.374], [1.494, 0.245, 5.954], [1.653, -0.691, 7.924], [3.027, -0.979, 6.850], [2.288, 1.654, 8.191], [3.870, 0.866, 8.213], [4.246, 1.367, 5.875], [3.310, 2.798, 6.351], [0.517, 0.639, 6.249], [1.340, -0.537, 5.208], [5.138, 2.362, -4.565], [5.842, 3.408, -5.421], [4.663, 4.142, -6.044], [3.593, 4.076, -5.097], [3.923, 3.133, -4.073], [5.750, 1.972, -3.753], [4.823, 1.520, -5.187], [6.413, 4.088, -4.784], [6.519, 2.987, -6.162], [4.334, 3.652, -6.967], [4.885, 5.187, -6.267], [4.150, 3.691, -3.157], [3.065, 2.487, -3.881], [3.767, -3.477, -7.199], [4.215, -2.734, -8.453], [4.164, -1.285, -7.991], [4.453, -1.293, -6.590], [4.403, -2.638, -6.101], [4.078, -4.520, -7.170], [2.678, -3.443, -7.116], [5.242, -3.013, -8.704], [3.589, -2.924, -9.324], [3.165, -0.858, -8.132], [4.887, -0.651, -8.506], [5.428, -2.964, -5.896], [3.837, -2.665, -5.169]],
  "fmax_ev_per_a": 3.72,
  "e_homo_ha": -0.286,
  "smiles": "CCSC[PH3]CCCOC(C)=O.C1CCOC1.C1CCOC1.C1CCOC1.C1CCOC1.C1CCOC1.C1CCOC1.C1CCOC1",
  "total_energy_ev": -77094.376,
  "homo_lumo_gap_ev": 8.529,
  "lumo_ev": 0.7
}

---

Q: Number 1 is which compound?
A: C4H11N3O2

---

Q: Number 3 is which compound?
A: C39H39F4N6O6ReS